[1]
Entry from the OMol25 dataset: a structure of composition C3H5MnNO4 in a non-equilibrium geometry (ωB97M-V/def2-TZVPD).

Properties
2S+1: 6
Net charge: +2
Highest occupied orbital energy (alpha / beta) in eV: -17.945 / -17.929
Frontier orbital gap (alpha / beta) in eV: 5.296 / 5.292
Energy in eV: -44170.9137
LUMO energy (alpha / beta) in eV: -12.65 / -12.64

Each line ends with the Löwdin charge.
Positions of all 14 atoms, in Å:
Mn1 3.445 -1.054 -0.286  1.6951
O1 -0.363 0.459 -1.222  0.0374
O2 1.259 1.625 -0.292  0.1209
O3 1.378 -1.542 0.218  -0.0831
C1 0.031 -0.986 0.614  -0.3417
H1 -1.888 -0.633 -0.231  0.1611
H2 1.195 -2.377 -0.242  0.1221
H3 -0.679 2.029 1.388  0.1375
N1 -0.820 2.147 0.396  0.2413
C2 0.076 1.429 -0.344  -0.5955
O4 -0.195 -0.834 1.742  0.2924
H4 -0.812 -1.485 -1.294  0.1534
C3 -0.862 -0.672 -0.579  -0.0733
H5 -1.765 1.894 0.131  0.1323

[2]
Entry from the OMol25 dataset: the molecule C4H7NOS (ωB97M-V/def2-TZVPD).

Properties
Net charge: 0
Relative energy (zero: lowest compared OMol25 entry of this formula, charge and spin) in kJ/mol: 216.16
Highest occupied orbital energy in eV: -8.644
Frontier orbital gap in eV: 9.388
Energy in eV: -18632.3092
LUMO energy in eV: 0.74

Each line ends with the Löwdin charge.
Positions of all 14 atoms, in Å:
H1 -1.909 -1.617 -0.571  0.0745
H2 -0.400 0.038 -1.709  0.1279
O1 -2.701 0.470 -0.258  -0.5847
H3 -1.440 -2.368 0.825  0.0896
C1 1.231 0.966 -0.600  -0.1884
H4 0.290 -0.834 1.180  0.1060
H5 1.567 0.666 1.477  0.0488
S1 -1.440 0.880 0.384  0.9762
C2 1.898 1.071 0.539  0.0122
N1 -1.109 -1.856 0.016  0.0426
C3 -0.392 -0.706 0.354  -0.4783
H6 1.609 1.426 -1.501  0.1043
H7 2.832 1.606 0.578  0.0578
C4 -0.035 0.259 -0.714  -0.3886

[3]
Entry from the OMol25 dataset: a cluster of 2 separate species, C4H7Br3O in total in a non-equilibrium geometry (ωB97M-V/def2-TZVPD).

Properties
Net charge: 0
Relative energy (zero: lowest compared OMol25 entry of this formula, charge and spin) in kJ/mol: 0.00
SMILES: BrC(Br)Br.CC(C)=O
Highest occupied orbital energy in eV: -9.530
Frontier orbital gap in eV: 9.042
Energy in eV: -216435.6993
LUMO energy in eV: -0.49

Each line ends with the Löwdin charge.
Positions of all 15 atoms, in Å:
C1 -25.301 -2.734 17.052  -0.5031
H1 -24.457 -2.347 18.911  0.0834
C2 -27.842 2.947 11.485  -1.5530
H2 -25.974 -1.163 15.685  0.0731
C3 -25.351 -1.997 18.396  -0.0179
H3 -25.339 -0.933 18.158  0.0746
Br1 -28.554 3.497 13.257  0.5176
Br2 -27.599 0.992 11.396  0.5210
C4 -26.210 -2.202 15.914  -0.0238
Br3 -26.247 3.910 10.883  0.5491
H4 -26.329 -2.208 18.828  0.0846
H5 -26.028 -2.775 15.005  0.0748
O1 -24.636 -3.705 16.885  0.0780
H6 -27.261 -2.288 16.190  0.0777
H7 -28.652 3.147 10.784  -0.0359

> Which formula does entry 3 have?

C4H7Br3O